# 1
Entry from the OMol25 dataset: C24H15Br2ClFeN3O5 as an isolated structure (ωB97M-V/def2-TZVPD).

```
51
Properties=species:S:1:pos:R:3:nbo_charge:R:1
Fe -0.70399 -0.37096 -0.50507 1.198
O 1.08406 5.24984 -1.30128 -0.656
C 0.62402 3.97632 -1.20027 0.343
C 1.00063 2.98352 -2.10252 -0.307
C 0.49171 1.71554 -1.91787 0.139
N -0.35193 1.46138 -0.92656 -0.473
C -0.68581 2.38383 -0.02845 0.125
C -0.22338 3.67692 -0.13368 -0.280
C -1.49421 1.79067 1.12947 0.742
O -1.93518 2.53673 1.98898 -0.653
O -1.58378 0.50888 1.06612 -0.753
C 0.87550 0.45588 -2.69776 0.745
O 1.59524 0.56760 -3.67801 -0.656
O 0.36931 -0.61048 -2.19269 -0.751
H 1.67953 5.30967 -2.05616 0.481
H 1.69216 3.16082 -2.91750 0.238
H -0.49705 4.41842 0.60314 0.251
Br -1.36362 -6.81292 0.97139 0.017
C -1.19028 -4.95892 0.58978 -0.053
C -0.16509 -4.23140 1.22448 -0.375
C -0.07248 -2.89644 0.89320 0.088
N -0.87911 -2.27275 0.03859 -0.527
C -1.90900 -2.97924 -0.55470 0.092
C -2.04887 -4.36814 -0.28046 -0.267
C -2.77373 -2.24311 -1.39645 0.195
C -3.88449 -2.79924 -2.09127 -0.293
C -4.63590 -1.98099 -2.87592 -0.042
Br -6.12674 -2.69823 -3.81565 0.016
C -4.34531 -0.61405 -3.01555 -0.384
C -3.25368 -0.15287 -2.30364 0.095
N -2.49384 -0.90575 -1.52333 -0.558
H 0.51635 -4.68825 1.92388 0.223
H 0.70296 -2.28280 1.33995 0.196
H -2.82925 -4.94476 -0.75353 0.218
H -4.12991 -3.84662 -2.00202 0.217
H -4.93548 0.03832 -3.63908 0.222
H -2.97212 0.89421 -2.36368 0.191
Cl 5.17199 -0.58337 1.16129 -0.004
C 4.27538 0.49870 2.18127 0.000
C 4.93982 1.14193 3.20301 -0.244
C 4.25236 2.01383 4.04049 -0.203
C 2.88843 2.23297 3.84517 -0.246
C 2.22467 1.59181 2.82680 -0.101
C 2.88987 0.69649 1.94360 -0.181
C 2.17527 0.07566 0.91814 -0.279
H 5.99659 0.95841 3.34237 0.222
H 4.78065 2.51516 4.84046 0.209
H 2.34808 2.90706 4.49677 0.217
H 1.16316 1.75397 2.67721 0.218
H 2.62164 -0.59441 0.19968 0.216
H 1.12482 0.32115 0.82786 0.171
```

Charge: -1
<S²>: 6.077
Lowest unoccupied orbital energy (spin up / spin down), eV: 2.278 / 1.125
Energy above the lowest of the compared OMol25 structures with the same formula, charge and spin, kcal/mol: 0.82
E, Ha: -8336.12096
Multiplicity: 5
HOMO energy (spin up / spin down), eV: -2.663 / -5.399

=====

# 2
Entry from the OMol25 dataset: C24H15Cl2I2N5O3PbS2 as an isolated structure (ωB97M-V/def2-TZVPD).

```
54
Properties=species:S:1:pos:R:3:nbo_charge:R:1
Pb 2.48941 0.25770 0.08306 1.436
I 2.22863 -0.15986 -5.23540 0.178
C 1.01687 -1.04666 -3.83387 -0.330
C 0.01423 -2.11219 -4.16455 -0.306
C 0.41635 -4.38163 -2.41252 -0.087
I -0.22698 -6.39037 -5.36772 0.101
C 0.62466 -3.84590 -1.03907 -0.021
C 1.03578 -4.61136 0.03220 -0.139
C 1.35767 -4.01021 1.24514 -0.257
C 1.29120 -2.63890 1.32196 0.032
N 0.86835 -1.87076 0.30914 -0.510
C 0.50567 -2.43293 -0.83422 0.404
C 0.97679 -0.69991 -2.53514 0.492
O 1.60606 0.22052 -1.89058 -0.827
H -0.67398 -1.79062 -4.95125 0.242
H 1.12826 -5.68196 -0.09580 0.230
H 1.68063 -4.59399 2.09519 0.231
H 1.58064 -2.11284 2.22557 0.201
Cl 2.92720 -3.55370 -3.06755 0.038
C 1.29522 -4.01312 -3.36219 0.018
C 0.56424 -3.54729 -4.57969 -0.307
C -0.66023 -4.45688 -4.56080 -0.274
C -0.98304 -4.52368 -3.06624 -0.298
C -1.56423 -3.21393 -2.56446 -0.082
Cl -2.41027 -3.30991 -1.04882 0.004
C -0.70646 -2.21331 -2.83487 0.256
N -0.01114 -1.52937 -1.83723 -0.478
H 1.11734 -3.51057 -5.51493 0.257
H -1.49084 -4.07794 -5.14753 0.242
H -1.56620 -5.39171 -2.77239 0.252
N 5.67465 4.89094 5.10369 -0.791
C 5.02991 4.74382 3.88394 0.184
C 3.76050 5.29052 3.67903 -0.264
C 3.10102 5.10370 2.47854 -0.185
C 3.69505 4.36408 1.46503 -0.329
C 4.95916 3.82247 1.65500 -0.187
C 5.62219 4.00810 2.85209 -0.264
S 2.83532 4.07239 -0.05178 2.341
O 1.83811 5.10516 -0.17848 -0.953
O 3.82223 3.86169 -1.06885 -0.939
N 2.08921 2.64911 0.15833 -1.006
C 0.91274 2.51797 0.79670 0.250
S -0.21057 3.69368 1.36931 0.440
C -1.22295 2.40738 1.95897 -0.467
C -0.67577 1.20690 1.68805 -0.027
N 0.52883 1.27066 1.03041 -0.629
H 5.37672 5.67435 5.66169 0.381
H 6.67630 4.79099 5.08158 0.381
H 3.29418 5.87298 4.46467 0.211
H 2.13041 5.55184 2.31424 0.241
H 5.42882 3.27351 0.84876 0.237
H 6.61215 3.59047 2.99213 0.210
H -2.16201 2.61247 2.44411 0.245
H -1.10836 0.24458 1.91424 0.222
```

Charge: 0
Lowest unoccupied orbital energy, eV: -0.097
E, Ha: -3928.04028
HOMO energy, eV: -7.727

=====

# 3
Entry from the OMol25 dataset: C24H15ClIN5O6SV as an isolated structure in a non-equilibrium geometry (ωB97M-V/def2-TZVPD).

```
54
Properties=species:S:1:pos:R:3:nbo_charge:R:1
V 0.05666 0.04039 0.34095 1.225
N -3.43472 3.03170 0.55948 -0.840
C -2.97571 1.77304 0.93016 0.249
S -4.06384 0.47878 0.74078 -0.518
N -1.80348 1.74882 1.47163 -0.443
N -1.09616 0.66962 1.79787 -0.246
C -0.98967 0.32883 3.04017 0.133
C -0.11232 -0.69278 3.52198 -0.227
C 0.04628 -0.88335 4.89687 -0.154
C 0.90816 -1.83004 5.40736 -0.304
C 1.63888 -2.63398 4.53826 -0.197
C 1.46760 -2.51401 3.17906 -0.308
C 0.59395 -1.55213 2.61702 0.487
O 0.43782 -1.47956 1.34744 -0.671
H -4.13173 3.00785 -0.17154 0.384
H -2.68927 3.70088 0.41621 0.366
H -1.57435 0.87936 3.78492 0.177
H -0.51810 -0.25436 5.57386 0.192
H 1.02334 -1.94565 6.47606 0.189
H 2.33514 -3.36281 4.93746 0.191
H 2.02123 -3.14884 2.49952 0.210
Cl 6.63302 0.00339 -1.48088 -0.084
C 5.09814 0.26771 -0.69478 -0.132
C 5.07646 1.05656 0.44528 -0.279
C 3.87800 1.28127 1.08605 -0.236
I 3.79209 2.46802 2.82830 0.049
C 2.65987 0.74221 0.64619 0.345
O 1.53429 0.91934 1.21653 -0.686
C 2.72566 -0.06187 -0.53683 0.089
N 1.53531 -0.54049 -0.93182 -0.539
C 1.48558 -1.31192 -2.01860 -0.022
C 2.61612 -1.62792 -2.75287 -0.272
C 3.85714 -1.13792 -2.37294 -0.330
C 3.93872 -0.31839 -1.22582 -0.010
H 5.99377 1.48184 0.82555 0.216
H 0.50575 -1.67957 -2.30035 0.184
H 2.52087 -2.25690 -3.62754 0.192
H 4.74635 -1.36899 -2.94051 0.198
O -0.12209 1.56784 -0.72438 -0.519
C -0.94945 1.82501 -1.62642 0.405
C -1.95771 0.94315 -2.09593 -0.257
C -2.82185 1.30236 -3.12912 -0.069
C -3.76717 0.40640 -3.62417 -0.084
C -3.85168 -0.89245 -3.06905 -0.141
C -3.01985 -1.26920 -2.06112 -0.255
C -2.04519 -0.37980 -1.51326 0.489
O -1.25924 -0.76036 -0.59471 -0.596
N -4.62540 0.78799 -4.64847 0.513
O -4.53336 1.94183 -5.11716 -0.450
O -5.46660 -0.02740 -5.07926 -0.444
H -0.86524 2.80499 -2.12959 0.143
H -2.76679 2.28621 -3.57401 0.231
H -4.59257 -1.56547 -3.47482 0.233
H -3.09266 -2.24922 -1.60900 0.226
```

Charge: -2
<S²>: 3.790
Lowest unoccupied orbital energy (spin up / spin down), eV: 3.740 / 3.795
Energy above the lowest of the compared OMol25 structures with the same formula, charge and spin, kcal/mol: 40.13
E, Ha: -3748.95548
Multiplicity: 4
HOMO energy (spin up / spin down), eV: 0.397 / -1.930

=====

# 4
Entry from the OMol25 dataset: C24H15F3N3O8S5SbTc as an isolated structure in a non-equilibrium geometry (ωB97M-V/def2-TZVPD).

```
60
Properties=species:S:1:pos:R:3:nbo_charge:R:1
Tc -0.42309 -1.24892 -0.28643 0.722
O 2.99218 0.85431 -0.01134 -0.931
S 2.27700 0.47980 -1.20085 2.317
O 2.60017 -0.90376 -1.64732 -1.013
N 0.67662 0.45589 -0.97179 -0.884
C -0.04867 1.64183 -1.05951 0.140
C 0.44275 2.91099 -1.29358 -0.247
C -0.44133 3.99172 -1.44456 -0.161
C -1.79564 3.82332 -1.38387 -0.215
C -2.33345 2.54732 -1.12526 -0.085
C -3.71530 2.26778 -1.04912 -0.077
C -4.12532 0.99575 -0.76595 -0.262
C -3.17347 -0.00034 -0.51943 0.088
N -1.87296 0.21345 -0.61334 -0.441
C -1.44409 1.46731 -0.92869 0.207
C 2.70148 1.52413 -2.54541 -0.370
C 3.76167 2.39766 -2.36301 -0.177
C 4.12768 3.21668 -3.41918 -0.199
C 3.43406 3.14443 -4.62038 -0.173
C 2.38673 2.24531 -4.78716 -0.204
C 2.01015 1.41840 -3.74320 -0.132
H 1.50600 3.08213 -1.35530 0.234
H -0.03042 4.97512 -1.62836 0.231
H -2.46303 4.66305 -1.52218 0.229
H -4.43151 3.06327 -1.20847 0.235
H -5.17296 0.73748 -0.71890 0.244
H -3.47977 -0.99451 -0.22242 0.235
H 4.26514 2.42045 -1.40590 0.254
H 4.95389 3.90270 -3.29763 0.234
H 3.71852 3.79423 -5.43677 0.231
H 1.86845 2.18697 -5.73408 0.230
H 1.19614 0.70900 -3.82827 0.227
S 3.83342 -4.57723 -1.82108 -0.293
Sb 1.83528 -3.53666 -2.62623 1.209
S 1.73040 -1.82785 0.61452 0.849
S 0.81906 -3.42529 -0.15122 -0.111
S 2.26315 -5.88312 -2.39611 -0.291
F -2.32643 -5.23691 -1.95784 -0.291
C -2.00794 -4.22200 -2.75010 0.900
F -0.93946 -4.60103 -3.48566 -0.323
F -3.01184 -3.98663 -3.58577 -0.291
C -1.62522 -2.97477 -1.91990 0.694
O -0.73243 -2.21556 -2.38040 -0.662
O -2.12780 -2.80511 -0.79671 -0.616
O 1.24013 -1.91020 2.24734 -0.632
C 0.13147 -1.25691 2.58601 0.805
O -0.61229 -0.80637 1.71223 -0.556
C -0.15573 -1.13338 4.00937 -0.111
C -1.30185 -0.43275 4.39573 -0.160
C -1.62536 -0.34000 5.73237 -0.181
C -0.79818 -0.94591 6.66698 0.072
C 0.34972 -1.62872 6.30250 -0.193
C 0.67675 -1.71834 4.96372 -0.149
N -1.15011 -0.84217 8.09477 0.522
O -0.43656 -1.42276 8.88443 -0.344
O -2.12879 -0.18164 8.37481 -0.349
H -1.91774 0.02986 3.63854 0.243
H -2.49621 0.19869 6.07411 0.265
H 0.97609 -2.06570 7.06599 0.268
H 1.57081 -2.23449 4.64525 0.242
```

Charge: +1
Lowest unoccupied orbital energy, eV: -4.227
Energy above the lowest of the compared OMol25 structures with the same formula, charge and spin, kcal/mol: 4.97
E, Ha: -4301.13402
HOMO energy, eV: -10.645